(1)
16
Properties=species:S:1:pos:R:3:forces:R:3 method="wB97M-V/def2-TZVPD" charge=0 spin_multiplicity=1 homo_energy_ev=-8.54 total_energy_ev=-7393.57145 gap_ha=0.352
C -2.033 -0.673 0.526 0.0 0.0 0.1
C -1.794 0.294 -0.602 0.1 0.1 -0.1
C -0.719 1.014 -0.935 -0.2 0.0 -0.1
O 0.534 1.072 -0.419 0.0 0.0 0.0
C 1.050 -0.007 0.349 0.1 -0.2 0.1
C 2.547 -0.049 0.113 0.0 0.0 0.0
H -1.317 -0.564 1.343 -0.1 0.0 -0.1
H -3.031 -0.507 0.946 0.1 0.0 -0.1
H -2.006 -1.717 0.187 0.0 0.2 0.0
H -2.645 0.461 -1.260 0.1 0.0 0.1
H -0.786 1.711 -1.767 0.0 -0.1 0.1
H 0.581 -0.947 0.035 0.0 0.1 0.0
H 0.825 0.151 1.413 0.0 0.0 -0.2
H 3.007 0.897 0.414 -0.1 -0.1 0.0
H 3.007 -0.861 0.686 -0.1 0.1 -0.1
H 2.754 -0.210 -0.949 0.0 0.0 0.2

---

(2)
10
Properties=species:S:1:pos:R:3:forces:R:3 method="wB97M-V/def2-TZVPD" charge=0 spin_multiplicity=1 homo_energy_ev=-9.28 total_energy_ev=-14728.50698 gap_ha=0.367
C -0.134 0.072 0.690 -0.4 0.6 0.3
C -1.181 0.111 -0.409 -0.2 -0.2 -0.1
N 2.581 2.332 -0.482 -0.8 -1.1 0.1
N 1.993 1.406 -0.423 1.0 1.2 -0.3
N 0.323 -1.114 0.902 0.0 -0.5 -0.1
F -1.279 -1.015 -1.169 0.1 -0.2 -0.1
F -2.394 0.286 0.135 0.0 0.0 0.3
F -0.978 1.122 -1.260 0.2 -0.1 0.1
H 0.061 -1.958 0.384 0.0 0.2 0.0
H 1.010 -1.241 1.633 -0.1 0.0 0.0

---

What did the first record say?
16
Properties=species:S:1:pos:R:3:forces:R:3 method="wB97M-V/def2-TZVPD" charge=0 spin_multiplicity=1 homo_energy_ev=-8.54 total_energy_ev=-7393.57145 gap_ha=0.352
C -2.033 -0.673 0.526 0.0 0.0 0.1
C -1.794 0.294 -0.602 0.1 0.1 -0.1
C -0.719 1.014 -0.935 -0.2 0.0 -0.1
O 0.534 1.072 -0.419 0.0 0.0 0.0
C 1.050 -0.007 0.349 0.1 -0.2 0.1
C 2.547 -0.049 0.113 0.0 0.0 0.0
H -1.317 -0.564 1.343 -0.1 0.0 -0.1
H -3.031 -0.507 0.946 0.1 0.0 -0.1
H -2.006 -1.717 0.187 0.0 0.2 0.0
H -2.645 0.461 -1.260 0.1 0.0 0.1
H -0.786 1.711 -1.767 0.0 -0.1 0.1
H 0.581 -0.947 0.035 0.0 0.1 0.0
H 0.825 0.151 1.413 0.0 0.0 -0.2
H 3.007 0.897 0.414 -0.1 -0.1 0.0
H 3.007 -0.861 0.686 -0.1 0.1 -0.1
H 2.754 -0.210 -0.949 0.0 0.0 0.2

---

Copy entry 2 word for word.
10
Properties=species:S:1:pos:R:3:forces:R:3 method="wB97M-V/def2-TZVPD" charge=0 spin_multiplicity=1 homo_energy_ev=-9.28 total_energy_ev=-14728.50698 gap_ha=0.367
C -0.134 0.072 0.690 -0.4 0.6 0.3
C -1.181 0.111 -0.409 -0.2 -0.2 -0.1
N 2.581 2.332 -0.482 -0.8 -1.1 0.1
N 1.993 1.406 -0.423 1.0 1.2 -0.3
N 0.323 -1.114 0.902 0.0 -0.5 -0.1
F -1.279 -1.015 -1.169 0.1 -0.2 -0.1
F -2.394 0.286 0.135 0.0 0.0 0.3
F -0.978 1.122 -1.260 0.2 -0.1 0.1
H 0.061 -1.958 0.384 0.0 0.2 0.0
H 1.010 -1.241 1.633 -0.1 0.0 0.0